Record 1
ORCA calculation (ωB97M-V with the def2-TZVPD basis set) on one molecule with the formula C5H5N3.

Results
**HOMO level**: -8.367 eV
**SMILES**: C1=C[C@@H]2C=NN=C2N1
**Charge**: 0
**Frontier orbital gap**: 8.49 eV
**Energy relative to the best compared isomer or geometry (same formula, charge and spin)**: 334.46 kJ/mol

Bonds (Å) are listed after each position.
CARTESIAN COORDINATES (ANGSTROEM)
1 C -1.80 -0.19 -0.19  C2 1.407, N8 1.293, H9 1.055
2 C -1.07 1.01 -0.20  C1 1.407, C3 1.563, H10 1.063
3 C 0.39 0.56 0.11  C2 1.563, C4 1.451, C7 1.321, H11 1.310
4 C 1.80 0.77 -0.15  C3 1.451, N5 1.266, H12 1.036
5 N 2.45 -0.32 -0.16  C4 1.266, N6 1.453
6 N 1.49 -1.41 -0.11  N5 1.453, C7 1.332
7 C 0.33 -0.75 -0.04  C3 1.321, N6 1.332, N8 1.401
8 N -1.00 -1.19 0.01  C1 1.293, C7 1.401, H13 0.960
9 H -2.83 -0.46 -0.16  C1 1.055
10 H -1.30 2.04 -0.13  C2 1.063
11 H 0.36 0.40 1.41  C3 1.310
12 H 2.36 1.64 -0.18  C4 1.036
13 H -1.18 -2.10 -0.22  N8 0.960

Record 2
ORCA calculation (ωB97M-V with the def2-TZVPD basis set) on one molecule with the formula C5H5N3.

Results
**HOMO level**: -9.974 eV
**SMILES**: N#C[C@H]1[C@@H]2CC=NN12
**Charge**: 0
**Frontier orbital gap**: 10.33 eV
**Energy relative to the best compared isomer or geometry (same formula, charge and spin)**: 569.11 kJ/mol

Bonds (Å) are listed after each position.
CARTESIAN COORDINATES (ANGSTROEM)
1 N 3.61 -0.08 -0.21  C2 1.292
2 C 2.49 -0.53 0.26  N1 1.292, C3 1.499
3 C 1.03 -0.32 0.53  C2 1.499, C4 1.551, N8 1.470, H9 1.175
4 C 0.32 0.56 -0.53  C3 1.551, C5 1.595, N8 1.573, H10 0.936
5 C -1.16 0.77 0.01  C4 1.595, C6 1.342, H11 1.128, H12 1.194
6 C -1.55 -0.51 0.13  C5 1.342, N7 1.356, H13 1.013
7 N -0.82 -1.60 -0.22  C6 1.356, N8 1.532
8 N 0.51 -0.99 -0.66  C3 1.470, C4 1.573, N7 1.532
9 H 0.54 -0.22 1.59  C3 1.175
10 H 0.66 1.10 -1.22  C4 0.936
11 H -1.38 1.54 0.80  C5 1.128
12 H -1.83 1.19 -0.89  C5 1.194
13 H -2.43 -0.93 0.41  C6 1.013

Among the records above, which one has the lowest energy relative to the best compared isomer or geometry (same formula, charge and spin)?
number 1

Which of these has the lowest energy relative to the best compared isomer or geometry (same formula, charge and spin)?
number 1

Copy entry 2 word for word.
ORCA calculation (ωB97M-V with the def2-TZVPD basis set) on one molecule with the formula C5H5N3.

Results
**HOMO level**: -9.974 eV
**SMILES**: N#C[C@H]1[C@@H]2CC=NN12
**Charge**: 0
**Frontier orbital gap**: 10.33 eV
**Energy relative to the best compared isomer or geometry (same formula, charge and spin)**: 569.11 kJ/mol

Bonds (Å) are listed after each position.
CARTESIAN COORDINATES (ANGSTROEM)
1 N 3.61 -0.08 -0.21  C2 1.292
2 C 2.49 -0.53 0.26  N1 1.292, C3 1.499
3 C 1.03 -0.32 0.53  C2 1.499, C4 1.551, N8 1.470, H9 1.175
4 C 0.32 0.56 -0.53  C3 1.551, C5 1.595, N8 1.573, H10 0.936
5 C -1.16 0.77 0.01  C4 1.595, C6 1.342, H11 1.128, H12 1.194
6 C -1.55 -0.51 0.13  C5 1.342, N7 1.356, H13 1.013
7 N -0.82 -1.60 -0.22  C6 1.356, N8 1.532
8 N 0.51 -0.99 -0.66  C3 1.470, C4 1.573, N7 1.532
9 H 0.54 -0.22 1.59  C3 1.175
10 H 0.66 1.10 -1.22  C4 0.936
11 H -1.38 1.54 0.80  C5 1.128
12 H -1.83 1.19 -0.89  C5 1.194
13 H -2.43 -0.93 0.41  C6 1.013